No. 1
{
  "formula": "C22H25Cl2IrNO3P2",
  "method": "wB97M-V/def2-TZVPD",
  "symbols": ["C", "C", "C", "C", "C", "C", "C", "C", "C", "C", "C", "C", "C", "H", "H", "H", "H", "H", "H", "H", "N", "Ir", "C", "H", "H", "C", "H", "H", "P", "P", "C", "H", "H", "H", "C", "H", "H", "H", "C", "H", "H", "H", "C", "H", "H", "H", "C", "O", "H", "Cl", "C", "Cl", "C", "O", "O", "H"],
  "positions_angstrom": [[-1.754009, 2.859663, -3.759639], [-1.453333, 1.541061, -3.414449], [-0.077818, 1.128755, -3.516645], [0.869500, 2.145091, -3.191261], [0.569481, 3.477018, -3.528935], [-0.731255, 3.799444, -3.921140], [2.007006, 1.633118, -2.387138], [2.559046, 0.387314, -2.956424], [1.536940, -0.554781, -3.276804], [1.834510, -1.893432, -2.856368], [3.161252, -2.319776, -2.923588], [4.189174, -1.385253, -3.106443], [3.904371, -0.021551, -3.009790], [-2.801093, 3.146151, -3.870482], [1.355475, 4.242051, -3.498289], [-0.975030, 4.809828, -4.267519], [2.734510, 2.381031, -2.073038], [3.381066, -3.377599, -2.800073], [5.216899, -1.733725, -3.232566], [4.705568, 0.722678, -2.989888], [0.301060, -0.166651, -3.710375], [0.259789, 0.364969, 0.095026], [-2.361265, 0.623547, -2.641873], [-2.187954, -0.420973, -2.958091], [-3.419224, 0.918158, -2.742951], [0.737345, -2.616815, -2.137731], [-0.200761, -2.515376, -2.715485], [0.998141, -3.674292, -1.957406], [-1.912524, 0.675867, -0.782524], [0.329143, -1.816354, -0.442685], [1.448673, -2.714333, 0.711124], [1.276270, -2.368568, 1.739647], [1.243570, -3.793574, 0.681449], [2.500169, -2.546873, 0.452989], [-1.188049, -2.812620, -0.145045], [-0.903706, -3.860868, 0.020837], [-1.719172, -2.452232, 0.742873], [-1.846729, -2.764368, -1.018662], [-2.381548, 2.343152, -0.203088], [-3.353037, 2.663432, -0.601406], [-2.435910, 2.309823, 0.893339], [-1.601885, 3.060386, -0.479016], [-3.282234, -0.311025, -0.059724], [-3.060154, -0.508874, 0.997553], [-4.221376, 0.258312, -0.125035], [-3.399634, -1.261568, -0.594314], [-0.455355, -0.179396, 1.749132], [-0.863440, -0.463242, 2.798878], [1.337531, 1.122698, -1.265825], [2.598090, 0.438737, 0.957865], [2.334093, 1.964578, 1.981471], [3.852412, 2.559636, 2.578755], [1.533441, 2.915185, 1.066557], [1.825079, 4.087908, 0.913375], [0.463139, 2.363507, 0.504543], [1.688750, 1.683623, 2.828604]],
  "atomic_forces_ev_per_a": [[-0.3, 0.4, -0.3], [-1.2, -1.0, 1.1], [1.3, -2.1, -1.3], [0.7, 0.7, 1.2], [1.4, -0.2, 0.2], [-1.1, 0.9, -0.6], [-0.5, 0.3, 1.2], [2.5, 0.2, 0.1], [-2.0, 1.2, -0.5], [0.8, -1.5, 0.4], [-1.6, -0.3, 0.0], [0.6, -0.7, -0.6], [-1.7, 1.9, -0.1], [0.2, 0.1, -0.1], [-0.4, -0.3, 0.1], [0.1, -0.5, 0.2], [-0.1, -0.1, 0.1], [0.1, 0.2, 0.2], [-0.3, 0.2, 0.1], [-0.3, -0.3, 0.3], [0.6, -0.5, 1.2], [-0.1, 0.3, -0.7], [0.5, 0.5, 0.2], [-0.1, 0.4, 0.0], [0.3, -0.2, 0.2], [0.0, 0.5, -0.2], [0.4, -0.3, 0.3], [-0.3, 0.4, 0.0], [-0.8, 0.8, -0.1], [0.0, -3.2, -0.6], [0.2, 0.2, -0.1], [0.1, -0.1, -0.3], [0.1, 0.3, -0.1], [-0.1, 0.0, 0.1], [-0.1, 0.3, 0.1], [-0.1, 0.3, -0.1], [0.1, -0.2, -0.2], [0.0, 0.0, 0.2], [0.2, 0.1, -0.3], [0.2, -0.2, 0.1], [0.0, 0.0, -0.3], [-0.2, -0.1, 0.1], [0.3, -0.3, -0.1], [-0.2, 0.0, -0.3], [0.4, -0.1, -0.1], [-0.1, 0.3, 0.2], [-1.6, -0.9, 4.6], [1.1, 0.7, -3.1], [1.3, 1.3, -2.5], [0.0, 0.0, 0.2], [-0.2, 0.4, 0.3], [-0.4, -0.2, -0.3], [-0.3, 1.7, -0.8], [-0.2, -1.9, 0.4], [0.4, 0.6, 0.4], [0.4, -0.2, -0.3]],
  "total_charge": 2,
  "s2": 8.789,
  "multiplicity": 6,
  "e_homo_ha": [-0.4268, -0.5453],
  "e_lumo_ha": [-0.24653, -0.36195],
  "orbital_gap_ev": [4.91, 4.99]
}

=====

No. 2
{
  "formula": "C22H25ClF6N5O5PReSb2Se4Te",
  "method": "wB97M-V/def2-TZVPD",
  "symbols": ["Re", "Se", "Sb", "Se", "Se", "Se", "Cl", "C", "C", "C", "C", "C", "C", "C", "O", "O", "H", "H", "H", "H", "C", "C", "O", "P", "O", "Te", "O", "C", "C", "H", "H", "H", "H", "H", "H", "H", "H", "H", "H", "F", "Sb", "F", "F", "F", "F", "F", "C", "C", "N", "C", "C", "N", "C", "N", "N", "N", "C", "C", "C", "C", "C", "C", "H", "H", "H", "H", "H", "H", "H", "H", "H", "H", "H"],
  "positions_angstrom": [[-0.808042, 1.315564, 0.119004], [-2.319751, 5.192086, 2.922994], [-3.376741, 3.484034, 1.672333], [-2.253059, 1.132175, 1.844787], [-1.859455, 3.223081, -0.757625], [-5.583901, 2.964824, 1.009194], [4.795093, 1.253691, 6.611115], [3.505529, 1.455946, 5.508326], [3.609481, 0.923337, 4.224054], [2.580215, 1.110554, 3.327747], [1.432398, 1.808404, 3.716467], [1.320440, 2.316159, 5.014089], [2.358841, 2.144787, 5.902248], [0.321633, 1.923101, 2.782220], [-0.839310, 2.208590, 3.173952], [0.567236, 1.704366, 1.521552], [4.489005, 0.365298, 3.935937], [2.646462, 0.684545, 2.335959], [0.424815, 2.845089, 5.310726], [2.289301, 2.528192, 6.910697], [1.157960, 6.258135, -0.234881], [1.840437, 5.041297, 0.348332], [1.168238, 3.785414, -0.000071], [1.244158, 3.015921, -1.363272], [0.882618, 1.569635, -1.182660], [-0.554950, 3.970977, -2.711639], [2.669354, 3.348797, -1.876987], [3.281964, 2.708957, -3.048513], [4.089430, 1.499597, -2.639341], [1.599632, 7.148724, 0.211044], [0.092501, 6.262786, 0.001839], [1.294639, 6.323241, -1.314526], [1.784139, 5.062264, 1.434667], [2.881431, 4.968077, 0.040902], [3.909146, 3.475755, -3.495643], [2.500277, 2.435857, -3.764197], [4.839523, 1.775722, -1.899205], [4.599487, 1.097432, -3.513457], [3.452515, 0.721523, -2.217365], [0.264420, -0.585968, 0.401166], [-0.151113, -2.066429, 1.729393], [-0.712698, -3.470152, 2.792895], [-0.064831, -3.135882, 0.187874], [1.681399, -2.059252, 2.053412], [-1.967387, -1.656296, 1.234052], [-0.340096, -0.691282, 3.036464], [-0.205864, -1.129739, -2.580023], [-1.562718, -0.943995, -2.019249], [-1.999243, 0.116238, -1.305843], [-3.365553, -0.052053, -1.125745], [-3.742870, -1.190414, -1.730504], [-2.615117, -1.743721, -2.297962], [-2.677986, -2.942476, -3.159406], [-1.858323, -4.049441, -2.809199], [-0.605611, -4.162592, -3.336279], [-0.066315, -5.223537, -2.907483], [-0.937950, -5.877118, -2.064511], [-0.780974, -7.025807, -1.291576], [-1.853170, -7.416939, -0.519567], [-3.059526, -6.698519, -0.524941], [-3.224517, -5.547533, -1.265669], [-2.124461, -5.126652, -2.006938], [0.384010, -0.231812, -2.449576], [-0.268479, -1.371645, -3.640507], [0.316279, -1.953060, -2.095196], [-3.972006, 0.678936, -0.616736], [-4.717408, -1.635812, -1.832116], [-2.414499, -2.654801, -4.177287], [-3.715957, -3.264825, -3.140371], [0.161232, -7.555943, -1.281294], [-1.772774, -8.293845, 0.107580], [-3.890095, -7.067584, 0.061892], [-4.172452, -5.023966, -1.287521]],
  "atomic_forces_ev_per_a": [[1.1, -2.1, -0.8], [-0.3, -0.7, -0.6], [-1.7, 1.6, 1.4], [0.2, 0.2, 1.3], [-0.3, -0.3, 0.0], [0.9, 0.1, 0.1], [0.0, 0.0, 0.1], [-0.2, 0.0, -0.2], [0.1, 0.0, 0.0], [0.0, 0.0, -0.1], [-0.1, 0.1, -0.2], [0.0, 0.0, -0.1], [0.0, 0.1, 0.2], [0.1, 0.0, 0.5], [-0.6, -0.7, -0.3], [-0.4, -0.1, -0.9], [0.0, 0.0, 0.1], [0.0, 0.0, 0.0], [0.0, 0.0, 0.0], [0.0, 0.0, 0.0], [0.0, -0.2, -0.1], [0.1, 0.4, 0.2], [0.0, -0.3, -0.6], [1.2, 1.4, 0.8], [-0.3, -0.1, 0.1], [0.3, 0.4, -0.8], [-0.5, -0.3, -0.3], [0.3, -0.4, -0.5], [-0.1, 0.1, 0.2], [0.0, 0.0, 0.0], [0.0, 0.0, 0.0], [0.0, 0.0, 0.0], [0.1, -0.1, 0.0], [0.0, -0.1, 0.0], [-0.1, 0.1, 0.1], [0.0, 0.1, 0.1], [0.0, 0.0, 0.0], [0.0, 0.0, 0.0], [0.0, 0.0, 0.0], [-0.8, 1.0, -0.2], [-0.8, -0.6, -0.3], [0.2, 0.1, 0.2], [0.2, 0.2, 0.1], [-0.1, -0.1, 0.0], [0.5, 0.1, 0.1], [0.0, -0.1, -0.3], [0.1, -0.2, 0.2], [-0.3, 0.1, -0.4], [1.0, -0.2, 0.8], [0.0, 0.2, 0.1], [-0.2, 0.0, 0.0], [0.3, 0.2, 0.4], [0.1, -0.3, -0.5], [-0.3, 0.2, 0.3], [0.1, 0.1, -0.1], [0.4, 0.0, 0.0], [-0.6, 0.6, 0.2], [0.1, -0.1, 0.1], [0.2, 0.0, 0.0], [-0.2, 0.1, -0.1], [-0.2, 0.1, 0.0], [0.5, -0.4, 0.1], [0.0, 0.1, 0.0], [0.0, 0.0, 0.0], [0.0, -0.1, 0.0], [0.0, 0.0, 0.0], [0.0, 0.0, 0.0], [0.0, 0.1, 0.0], [-0.1, 0.1, 0.0], [0.0, -0.1, -0.1], [0.0, 0.0, 0.0], [0.0, 0.0, 0.0], [0.0, 0.0, 0.1]],
  "total_charge": 2,
  "s2": 0.974,
  "multiplicity": 2,
  "e_homo_ha": [-0.4693, -0.4693],
  "e_lumo_ha": [-0.34037, -0.33176],
  "orbital_gap_ev": [3.51, 3.74]
}